[1]
Density functional theory data (ωB97M-V/def2-TZVPD) for C54H53BiIN4O5P as an isolated structure.

Total energy ... -3538.3468 Ha
Relative energy (zero: lowest compared OMol25 entry of this formula, charge and spin) ... 0.0 kcal/mol
Net charge ... 0
Gap between HOMO and LUMO (spin up / spin down) ... 6.854 / 4.857 eV

```
119
C54H53BiIN4O5P | OMol25 | ωB97M-V/def2-TZVPD
Bi 1.2517 -0.5233 -0.0982
I 1.3529 2.7922 -2.0001
P -1.3158 3.2212 0.4418
O 0.7774 -2.5248 -1.9319
O 2.3721 -0.2264 -3.1142
O -0.7061 -0.6683 -4.2605
O 2.1939 -1.5270 -4.9247
O -0.4769 -0.0569 -2.0887
N 5.4605 -3.2162 1.5512
N -1.4619 -2.7187 -1.6154
N 3.9728 -2.6354 -0.3523
N 2.1656 0.5076 1.9551
C 1.3392 4.7868 -1.2620
C 2.5002 5.4469 -1.5767
C -4.9313 -3.4248 -0.6106
C -4.0752 -2.0993 1.6643
C -5.3228 -2.7081 1.6562
C -5.0635 2.4228 -2.1319
C -2.8134 -2.9114 -1.7931
C 3.3871 -0.2002 2.3367
C 2.4219 1.9285 1.7347
C -3.7476 1.9986 -0.1699
C 5.8316 -4.6275 1.7046
C -3.0334 -4.4671 -5.2149
C -0.0754 -3.2229 3.9368
C -2.6047 -4.1724 -3.9328
C 6.5628 -2.3012 1.8606
C 2.6453 6.8259 -1.3999
C 0.6620 -1.2004 2.8527
C 0.3357 -1.8976 4.0058
C 7.7521 -2.5668 0.9403
C -2.8848 4.2957 4.7029
C 0.2309 5.4964 -0.6478
C -3.6600 -2.8066 -0.6327
C -3.3169 -3.2860 -3.1121
C 0.5819 -1.8238 1.5948
C -4.0557 3.2403 -2.6178
C -2.9264 3.4942 -1.8541
C -0.1525 -3.8494 2.7022
C -2.0122 5.8388 0.2420
C 8.1906 -4.0295 1.0537
C -3.4138 3.5928 2.4588
C 1.0750 0.2504 2.9090
C -0.4803 -2.3550 -2.5953
C -3.2578 -2.1475 0.5512
C -1.1603 4.1343 3.0407
C -4.2088 -3.9223 -5.7075
C -4.9025 1.8007 -0.9032
C 0.1816 -3.1588 1.5461
C 1.5973 7.5569 -0.9518
C -2.7792 2.8981 -0.6050
C 4.6904 -2.9117 0.5121
C -5.7379 -3.3743 0.5069
C -1.8752 7.2255 0.1844
C -4.9527 -3.0796 -4.8919
C -0.9995 4.9703 -0.0997
C -2.0787 3.7014 2.0792
C 0.3870 6.9333 -0.5820
C 1.8760 -2.5830 -2.8352
C -0.6765 7.7573 -0.1622
C 2.1497 -1.2993 -3.6137
C 7.0142 -4.9783 0.8027
C -4.5182 -2.7681 -3.6177
C -1.5543 4.4367 4.3331
C -0.5829 -0.8563 -3.0519
C -3.8097 3.8800 3.7593
H -0.5301 -2.9769 -3.4885
H -3.1917 4.5050 5.7196
H -5.2593 -3.9799 -1.4776
H 1.6708 8.6350 -0.8789
H 1.7145 -3.3878 -3.5555
H 2.7819 2.4243 2.6449
H 8.5752 -1.8980 1.1974
H -0.1213 4.2710 2.7561
H -5.1057 -2.0998 -3.0071
H -2.7053 7.8612 0.4636
H -2.4490 -5.1419 -5.8278
H -4.8538 3.7835 4.0301
H 8.5940 -4.2072 2.0555
H -6.6999 -3.8714 0.4892
H 6.6934 -4.9004 -0.2401
H -0.3371 -3.7558 4.8414
H -4.5394 -4.1464 -6.7128
H -3.7326 -1.5796 2.5514
H 3.1654 2.0388 0.9448
H -5.8791 -2.6549 -5.2577
H 3.8005 0.1929 3.2749
H 1.5056 2.4125 1.3998
H 6.8409 -2.4693 2.9039
H -2.1577 4.1498 -2.2414
H 7.4507 -2.3496 -0.0886
H 0.2257 0.8684 2.6074
H -5.6794 1.1663 -0.4996
H -2.9479 5.4376 0.6066
H -3.5924 1.4372 0.7416
H -1.7253 -4.6660 -3.5398
H 3.3191 4.8876 -2.0087
H 0.3963 -1.4018 4.9686
H 3.5791 7.2989 -1.6741
H 4.9651 -5.2429 1.4657
H 1.3650 0.5391 3.9284
H 8.9837 -4.2338 0.3332
H 0.1462 -3.6732 0.5917
H -2.3051 -1.6359 0.6091
H 3.1640 -1.2585 2.4663
H -4.1576 3.7008 -3.5924
H 2.7449 -2.7871 -2.2138
H -0.5181 8.8283 -0.1227
H -4.1631 3.3014 1.7381
H -5.9562 -2.6696 2.5325
H 7.3160 -6.0114 0.9828
H 6.2117 -1.2751 1.7582
H -1.2031 -2.3597 -0.7084
H -5.9572 2.2583 -2.7202
H -0.8203 4.7797 5.0521
H 6.0902 -4.7835 2.7546
H 4.1311 -0.0943 1.5470
H -0.4696 -4.8827 2.6390
H 2.2920 -0.6907 -5.4008
```


[2]
Density functional theory data (ωB97M-V/def2-TZVPD) for C54H54F15GeO3PSSeW as an isolated structure at a distorted geometry.

Total energy ... -9098.3533 Ha
Relative energy (zero: lowest compared OMol25 entry of this formula, charge and spin) ... 21.1 kcal/mol
Net charge ... +2
Gap between HOMO and LUMO ... 6.031 eV

```
131
C54H54F15GeO3PSSeW | OMol25 | ωB97M-V/def2-TZVPD
W 1.0047 0.7798 -0.9551
Se -0.3880 1.9709 1.2318
Ge 4.1647 -1.1060 0.7499
S 2.8499 -0.9050 -1.0561
P 1.3945 -0.9029 -3.9790
F 4.9310 0.8590 3.1587
F 7.6265 2.2015 -1.3465
F 0.8421 0.7562 4.3460
F 4.1947 -3.5692 -1.5039
F 5.9396 -5.5511 -1.6978
F 2.2929 -3.6740 5.0081
F 3.7969 -3.5145 2.8077
F 6.4065 -1.9938 2.3509
F 8.1963 -4.0090 2.1344
F 6.6126 2.9296 3.1943
F 0.7893 -1.5408 5.8015
F 7.9798 3.6272 0.9474
F 2.2735 0.8693 2.0649
F 5.9145 0.1313 -1.3915
F 7.9698 -5.7983 0.0954
O 0.9016 -0.0131 -2.7883
O -0.7378 1.1598 -1.5580
O 0.4376 -0.5662 0.1915
C 2.8470 2.0891 -0.5697
C -1.8114 1.9483 -1.1967
C -1.7514 -4.4782 0.7730
C 2.3147 -0.2633 2.8136
C -1.1411 0.3139 1.7206
C -0.6792 -0.7874 1.0249
C 0.3205 -0.5522 -5.3668
C -5.0631 -1.7905 3.2463
C -2.1450 0.2158 2.6728
C -3.8197 -1.2343 3.9512
C 2.3076 -2.5531 4.3123
C -1.7492 2.1495 -4.2708
C 1.9229 2.5669 -2.6113
C -1.0841 -2.9697 -1.0781
C -2.9266 1.5878 -3.4604
C -2.2602 -2.1089 2.1704
C -4.1936 0.0686 4.6543
C -2.8110 3.3287 0.5280
C 1.1279 3.1853 -1.6182
C 5.2716 -2.6771 0.4235
C -3.9116 3.5710 -0.2998
C -2.8815 2.1738 -2.0560
C 6.0809 0.8102 -0.2408
C -5.6773 3.7492 1.4379
C 3.0670 -0.4864 -4.4832
C -2.8622 0.0552 -3.3876
C -2.7167 -1.0244 2.9177
C -5.0604 4.4354 0.2130
C 7.1129 -4.8048 0.2019
C 2.9758 1.9046 -1.9797
C -3.9105 2.9839 -1.5558
C -4.5156 5.8112 0.6123
C -1.2500 -2.0559 1.2121
C 1.7295 2.9352 -0.3655
C -1.7826 2.5224 0.0768
C -0.8721 -3.2852 0.4064
C -3.3294 -2.2384 5.0048
C 7.1475 2.6084 0.9257
C 1.5460 -0.3043 3.9566
C -6.1486 4.6263 -0.8430
C 1.3173 -2.6642 -3.7018
C 5.3551 0.4296 0.8767
C 0.5815 -3.6935 0.6686
C 3.0849 -2.4452 3.1596
C 6.3112 -2.8538 1.3209
C 3.1108 -1.3024 2.3817
C 5.5667 1.1744 2.0249
C -4.2157 1.9660 -4.1870
C 5.1768 -3.6196 -0.5888
C 6.0741 -4.6736 -0.7145
C 6.4439 2.2520 2.0714
C 6.9658 1.8767 -0.2457
C 7.2313 -3.8867 1.2388
C 1.5342 -1.4700 4.7160
H -4.9583 3.6486 2.2501
H -5.1006 1.5882 -3.6773
H -4.1116 -2.4145 5.7411
H 1.4672 3.3864 0.5745
H -2.8081 -4.2891 0.5867
H -5.3313 6.4509 0.9460
H 0.3094 -2.9490 -3.4173
H 3.1526 0.5767 -4.7056
H -6.6093 3.6817 -1.1311
H -4.9651 -0.1300 5.3958
H 2.0196 -2.9824 -2.9352
H -5.8709 -1.9151 3.9650
H -5.7671 5.1140 -1.7398
H 0.2714 0.5186 -5.5541
H 3.3027 -1.0395 -5.3898
H 1.2748 -2.8945 0.4320
H 0.2214 3.7504 -1.7800
H 3.5615 1.7940 0.1835
H 0.8390 -4.5539 0.0491
H -4.1996 1.5241 -5.1823
H -1.7559 3.2397 -4.2588
H -3.6703 -0.3364 -2.7706
H -3.8003 5.7465 1.4306
H 0.7102 -3.9856 1.7098
H 1.5607 -3.1461 -4.6478
H -4.8732 -2.7643 2.7971
H -0.9519 -3.8791 -1.6642
H -3.0748 -3.1998 4.5607
H 1.7209 2.5836 -3.6699
H -6.0497 2.7565 1.1865
H -2.7770 3.7488 1.5232
H -2.9857 -0.3638 -4.3873
H 3.7471 1.3185 -2.4475
H -2.7315 -3.0656 2.3470
H 3.7708 -0.7668 -3.7025
H -5.4092 -1.1159 2.4632
H -4.0276 6.3014 -0.2292
H -0.6848 -0.9186 -5.1615
H -0.3604 -2.2275 -1.4215
H -1.6302 -4.7747 1.8135
H -2.4504 -1.8633 5.5284
H -3.3469 0.5082 5.1809
H -6.9365 5.2607 -0.4392
H 0.7077 -1.0524 -6.2525
H -4.5932 0.8075 3.9590
H -4.3227 3.0425 -4.3095
H -4.7538 3.1707 -2.2024
H -0.7936 1.8007 -3.8753
H -1.4575 -5.3289 0.1587
H -6.5126 4.3383 1.8129
H -2.0889 -2.5904 -1.2664
H -1.9166 -0.2961 -2.9743
H -1.8323 1.8382 -5.3124
H -2.4763 1.0911 3.2100
```


[3]
Density functional theory data (ωB97M-V/def2-TZVPD) for a 9-piece molecular cluster, C54H54O18 overall at a distorted geometry.

Total energy ... -3444.2553 Ha
SMILES ... Oc1ccc(O)cc1.Oc1ccc(O)cc1.Oc1ccc(O)cc1.Oc1ccc(O)cc1.Oc1ccc(O)cc1.Oc1ccc(O)cc1.Oc1ccc(O)cc1.Oc1ccc(O)cc1.Oc1ccc(O)cc1
Relative energy (zero: lowest compared OMol25 entry of this formula, charge and spin) ... 81.4 kcal/mol
Net charge ... 0
Gap between HOMO and LUMO ... 7.799 eV

```
126
C54H54O18 | OMol25 | ωB97M-V/def2-TZVPD
O 19.8701 8.1685 21.2936
O 17.6443 17.2166 22.0038
O 9.4040 22.7018 17.4731
O 10.3575 17.8422 23.7668
O 17.5298 8.9096 13.9745
O 15.1099 16.7442 8.1351
O 18.6966 17.6544 19.2289
O 19.1098 12.4169 17.8371
O 9.6631 15.3414 19.1382
O 9.4683 17.2688 16.8373
O 18.5569 22.5198 22.9855
O 12.2588 15.7218 17.2923
O 17.6865 15.1395 18.1007
O 12.9770 14.7942 12.7778
O 11.8091 10.4292 17.8027
O 17.1680 9.1295 17.7223
O 23.2756 19.6826 17.1013
O 13.5146 12.5717 13.9700
C 10.4157 20.5618 17.9415
C 18.5366 18.8807 23.5252
C 9.4544 18.5909 17.0221
C 15.7667 11.9896 13.7034
C 18.1651 21.1919 22.7161
C 14.5054 11.6729 14.0278
C 15.9146 9.6096 18.0287
C 19.2473 11.4285 18.7735
C 13.6096 15.6415 17.4171
C 14.1131 11.0773 17.5493
C 13.2492 15.7491 9.2729
C 20.5808 19.0749 19.4512
C 10.3549 19.1803 17.9223
C 15.6172 14.4747 16.8669
C 14.1909 10.3888 14.3859
C 15.5019 10.8719 17.5985
C 13.5291 8.8700 18.4186
C 20.5320 9.4845 19.3507
C 9.0307 15.5855 21.3546
C 18.7994 20.2835 23.5437
C 20.3556 10.6023 18.5575
C 14.2416 14.5381 16.8256
C 22.1863 19.0849 17.6210
C 17.2761 19.4551 21.4596
C 14.9055 8.6871 18.4900
C 16.5357 9.7523 14.0590
C 21.4968 18.0849 16.9256
C 13.4975 15.1333 11.5091
C 14.5806 16.2488 9.2997
C 11.0242 16.5807 20.5240
C 19.6724 9.2239 20.4328
C 13.1217 10.1212 17.9281
C 15.2159 9.4610 14.4862
C 15.3358 16.1346 10.3875
C 9.9053 15.8332 20.3169
C 14.3474 16.4668 18.2579
C 18.3997 11.2520 19.8650
C 16.3678 15.2555 17.7349
C 9.5765 21.3778 17.2114
C 10.2731 17.1078 22.6139
C 15.7198 16.2994 18.5038
C 11.2732 17.2405 21.6654
C 12.6826 15.1467 10.4052
C 19.8926 18.0840 18.7555
C 21.7527 19.5989 18.7939
C 14.7976 15.6010 11.5457
C 18.5763 10.0086 20.6346
C 17.3778 20.8171 21.6493
C 16.7856 11.0895 13.7537
C 8.7490 20.7419 16.3044
C 8.6996 19.3133 16.1681
C 9.1901 16.2673 22.5643
C 17.8387 18.4907 22.4022
C 20.3843 17.5173 17.5787
H 19.3280 20.6635 24.4054
H 14.9106 8.4993 14.8714
H 24.0632 19.1342 17.0769
H 21.0681 10.7474 17.7589
H 21.8575 17.8460 15.9360
H 20.1778 19.5663 20.3244
H 8.7834 14.9695 19.2350
H 22.3070 20.3728 19.3040
H 8.0211 21.2950 15.7293
H 16.6423 19.1334 20.6465
H 16.1635 12.9385 13.3739
H 9.7117 22.9026 18.3600
H 12.8509 8.0699 18.6758
H 15.3117 15.5796 12.4952
H 18.6656 22.6530 23.9299
H 13.3650 14.0368 13.2222
H 11.6259 11.3139 18.1274
H 11.0785 20.9849 18.6819
H 11.6526 14.8459 10.5280
H 11.8416 14.8811 17.0902
H 12.0508 17.9835 21.7639
H 20.6353 7.6342 21.0687
H 18.3455 17.8762 20.0944
H 18.9733 18.1773 24.2187
H 13.5855 11.9084 17.1051
H 15.3519 7.7280 18.7077
H 12.7856 12.1471 13.5119
H 8.1032 18.9259 15.3554
H 16.1118 13.7395 16.2495
H 8.4683 16.2015 23.3650
H 15.9538 17.1373 8.3696
H 16.9427 21.5390 20.9740
H 18.0837 15.6740 18.7922
H 13.1774 10.1944 14.7046
H 17.8413 9.7171 17.3717
H 17.9270 16.6245 22.7046
H 17.8087 11.3678 13.5482
H 11.7867 16.7606 19.7806
H 10.9573 18.5308 18.5400
H 8.1460 14.9995 21.1539
H 17.8450 9.8476 21.4128
H 17.7315 12.0603 20.1230
H 9.7591 17.4228 24.3894
H 12.6768 15.5908 8.3709
H 16.2902 16.6755 19.3402
H 16.3652 16.4600 10.3582
H 21.4681 8.9464 19.3263
H 13.8641 13.7850 16.1499
H 19.7144 16.8441 17.0645
H 13.8118 17.2221 18.8138
H 16.1644 11.6408 17.2295
H 10.0975 16.7956 17.3866
H 17.4144 8.2066 14.6179
H 18.4581 13.1050 17.9904
```